Entry 1:
Below is the molecule C4H10N4 at a distorted geometry, with properties calculated with ωB97M-V with the def2-TZVPD basis set.

The total energy comes out at -377.372380 Eh. Its largest force on an atom is 1.19 eV/A. As for the molar mass: 114.2 g/mol. The HOMO energy comes out at -9.317 eV. As for the SMILES: [H]/N=C\N(/C=N\[H])N(C)C.

Last column: natural (NBO) charge in e.
Positions of all 18 atoms, in Å:
H -1.387 -1.578 1.320  0.175
H -1.149 0.027 2.105  0.218
N 0.329 0.050 -0.001  -0.338
C 1.008 -1.167 -0.048  0.274
H 2.056 1.215 0.036  0.164
C -1.571 -0.503 1.245  -0.422
N 0.433 2.428 -0.022  -0.649
H -1.517 -1.576 -1.286  0.174
N -1.074 0.080 0.005  -0.276
C 0.965 1.292 0.002  0.279
C -1.659 -0.501 -1.193  -0.422
H 2.797 -0.527 0.131  0.326
H -2.723 -0.259 -1.187  0.212
N 2.258 -1.412 -0.012  -0.657
H -1.206 -0.040 -2.076  0.217
H -2.674 -0.364 1.286  0.208
H -0.591 2.358 -0.034  0.349
H 0.313 -2.012 -0.124  0.168

Entry 2:
Below is a structure of composition C6H8FN at a distorted geometry, with properties calculated with ωB97M-V with the def2-TZVPD basis set.

The total energy comes out at -387.844935 Eh. Its largest force on an atom is 7.44 eV/A. As for the molar mass: 113.1 g/mol. The HOMO energy comes out at -8.334 eV.

Last column: natural (NBO) charge in e.
Positions of all 16 atoms, in Å:
H 2.316 -0.204 -0.967  0.203
C 1.430 -0.007 -0.473  -0.162
C -0.982 -1.152 2.016  0.258
H 0.773 2.087 -0.729  0.215
H -0.693 -1.749 3.029  0.179
N -0.101 1.035 -2.253  -0.813
H 0.803 0.687 -2.950  0.363
C -0.124 -0.666 1.101  -0.180
H -0.841 -0.036 -2.215  0.329
C 0.286 1.041 -0.747  -0.110
H 1.749 -1.933 0.336  0.229
C 1.061 -0.913 0.476  -0.229
H -0.762 1.433 0.997  0.240
C -0.720 0.542 0.284  -0.457
F -2.202 -0.666 2.065  -0.324
H -1.993 0.500 0.032  0.259